Entry 1:
{
  "formula": "C8H12N3",
  "method": "the ωB97M-V functional and the def2-TZVPD basis",
  "symbols": ["C", "C", "C", "C", "C", "C", "C", "C", "N", "N", "N", "H", "H", "H", "H", "H", "H", "H", "H", "H", "H", "H", "H"],
  "coordinates": [[1.900852, -0.987611, 0.900095], [0.739065, -1.290203, 0.963000], [1.048131, 1.604521, 0.372001], [0.038073, 1.090054, -0.666895], [2.853492, 0.084064, 0.888239], [-0.998343, -0.898118, 0.290600], [-0.003815, 1.967011, -1.869977], [-2.111707, -0.833376, 1.372547], [2.102279, 1.337041, 1.003139], [-0.777115, 0.129990, -0.580311], [-1.310754, -2.135783, -0.589242], [0.624865, 2.562252, 0.547146], [3.640547, 0.071374, 1.687290], [3.364376, 0.162263, -0.012065], [-0.564902, 1.434858, -2.745788], [1.051038, 2.318628, -2.236183], [-0.587577, 2.935075, -1.584191], [-2.024217, -1.635296, 2.032326], [-2.939336, -0.772645, 0.727019], [-1.771559, 0.079402, 1.816745], [-1.609796, -1.803475, -1.497079], [-2.188535, -2.664118, -0.183575], [-0.475060, -2.755911, -0.634843]],
  "forces_ev_per_angstrom": [[-0.641, -0.115, 0.123], [-4.338, -0.181, -1.295], [-0.462, -0.477, -0.114], [1.627, -0.928, 0.355], [0.456, 0.847, 1.881], [4.119, -2.083, 1.919], [-0.451, 1.448, -1.854], [3.415, 1.659, -2.312], [0.050, 0.264, -0.037], [-1.574, 0.040, -0.734], [-1.373, -1.482, 1.522], [-0.036, 1.418, 0.576], [-0.916, -0.169, -0.570], [1.176, -0.179, -1.832], [1.033, 1.085, 1.713], [-1.909, -0.764, 0.858], [0.980, -1.581, -0.621], [-0.179, -1.344, 0.941], [-1.863, 0.357, 0.094], [-0.950, 0.707, 0.913], [0.261, 0.168, -0.590], [2.356, 0.926, -0.819], [-0.781, 0.383, -0.120]],
  "e_lumo_ev": -3.93,
  "charge": 1,
  "homo_ha": -0.46380,
  "orbital_gap_ev": 8.695
}


Entry 2:
{
  "formula": "C8H12N3OS",
  "method": "the ωB97M-V functional and the def2-TZVPD basis",
  "symbols": ["C", "C", "C", "C", "C", "C", "C", "C", "N", "N", "N", "O", "S", "H", "H", "H", "H", "H", "H", "H", "H", "H", "H", "H", "H"],
  "coordinates": [[0.261747, 1.298531, 0.570333], [-2.218402, 0.910709, -2.783508], [-2.507408, 0.026106, -3.942980], [3.556199, 0.739626, 2.168403], [2.689502, -0.387436, 2.475522], [2.483509, 0.446136, 1.185259], [-1.710135, 0.875287, -0.424262], [-1.810140, 0.067845, -5.243140], [-1.957280, 0.405646, -1.661312], [-0.498256, 0.276199, 0.076788], [1.475582, 1.452420, 1.094488], [-3.415612, -0.766311, -3.750271], [-0.797486, 2.648831, 0.391935], [-2.180081, 1.925652, -2.938383], [3.671432, 1.696631, 2.709412], [4.404449, 0.290894, 1.817801], [3.125936, -1.400364, 2.391839], [1.870035, -0.424516, 3.179319], [2.692421, -0.107829, 0.292569], [-2.550919, 0.797513, 0.247600], [-1.375140, -0.847189, -5.484206], [-1.093118, 0.837121, -5.162086], [-2.444490, 0.235983, -6.076261], [-0.242268, -0.710464, -0.033096], [1.723440, 2.389761, 1.338865]],
  "forces_ev_per_angstrom": [[-0.914, 0.631, -0.016], [0.983, -1.505, 0.689], [-2.466, -2.427, -0.074], [-0.263, 1.094, 0.496], [-1.737, -1.165, 0.241], [0.124, -0.905, 0.968], [0.726, 0.222, 1.149], [-0.047, 1.376, 0.860], [-0.363, 0.143, -0.668], [2.439, 0.137, 0.956], [-1.599, -1.783, -0.684], [0.574, 0.534, 0.037], [-0.670, -0.661, -1.110], [-0.012, 2.668, -0.299], [-0.373, -0.731, -0.357], [2.779, -0.107, -0.617], [-0.251, 0.784, -0.317], [0.064, 0.619, 0.240], [0.215, 0.356, -0.629], [-0.309, 0.025, 0.071], [1.009, -1.688, 0.085], [1.208, 0.838, -0.538], [-1.022, 0.539, -0.506], [-0.162, 0.562, -0.012], [0.068, 0.446, 0.035]],
  "e_lumo_ev": -4.15,
  "charge": 1,
  "homo_ha": -0.48623,
  "orbital_gap_ev": 9.076
}


Entry 3:
{
  "formula": "C8H12N3OS",
  "method": "the ωB97M-V functional and the def2-TZVPD basis",
  "symbols": ["C", "C", "C", "C", "C", "C", "C", "C", "N", "N", "N", "O", "S", "H", "H", "H", "H", "H", "H", "H", "H", "H", "H", "H", "H"],
  "coordinates": [[2.673421, 0.381062, 1.095098], [3.146308, -0.735313, 0.389524], [1.449888, 0.864236, 0.777019], [2.341370, -1.369999, -0.563101], [0.653692, 0.293219, -0.182294], [1.026672, -0.960961, -0.781240], [-1.744894, 0.486859, -0.156300], [-0.512049, 2.197844, -1.266264], [-0.593251, 0.960710, -0.488227], [-1.644969, -1.325596, 1.022475], [-2.738135, -1.337359, 1.761955], [-2.890020, 1.025133, -0.232730], [-0.097462, -1.753554, -1.924565], [2.969544, 0.799365, 2.002618], [4.060007, -1.177430, 0.664484], [1.090251, 1.921056, 1.141007], [2.904655, -2.188014, -1.094457], [-1.550356, 2.484634, -1.426203], [0.216606, 2.984853, -0.718701], [0.029809, 1.902861, -2.089374], [-1.480489, -1.946878, 0.202747], [-2.634696, -0.819566, 2.583799], [0.125921, -2.924090, -1.361943], [-3.697210, -1.466145, 1.507490], [-3.104607, 1.703069, -0.862825]],
  "forces_ev_per_angstrom": [[-0.385, -1.692, -0.595], [-1.484, 0.877, 0.677], [-2.079, 3.529, -0.739], [1.306, -0.593, -0.043], [-0.168, -2.132, -0.488], [-0.061, 2.048, -0.251], [2.063, -3.671, 2.124], [1.263, 1.519, 3.046], [-0.417, 0.415, -0.154], [-0.621, 2.495, -0.325], [1.356, -1.075, -1.432], [-1.338, -0.638, 0.470], [0.356, 0.398, 0.184], [1.933, 0.415, 1.042], [1.133, -0.355, 0.049], [0.728, -2.335, -0.148], [-1.461, 0.627, 0.387], [0.690, 0.837, -0.436], [-2.238, -1.534, -1.060], [0.731, -0.125, -2.516], [-1.387, 0.455, 0.506], [0.322, 0.743, 1.399], [0.009, -0.766, -0.048], [-0.302, -0.434, -0.982], [0.049, 0.992, -0.667]],
  "e_lumo_ev": [-3.60, -3.60],
  "charge": 1,
  "homo_ha": [-0.45115, -0.45116],
  "orbital_gap_ev": [8.681, 8.680]
}


Entry 4:
{
  "formula": "C8H12N4",
  "method": "the ωB97M-V functional and the def2-TZVPD basis",
  "symbols": ["C", "C", "C", "N", "C", "N", "H", "H", "H", "H", "H", "H", "C", "C", "C", "N", "C", "N", "H", "H", "H", "H", "H", "H"],
  "coordinates": [[-1.368845, 1.646539, 0.628624], [-0.778890, 1.325825, -0.675435], [-1.450407, 1.188145, -1.868989], [-0.412230, 1.226232, -2.776992], [0.765208, 1.414580, -2.131157], [0.637421, 1.468156, -0.792435], [-0.694351, 2.167075, 1.284938], [-1.685718, 0.789809, 1.246793], [-2.233452, 2.258084, 0.404481], [-2.493267, 1.419238, -2.133267], [-0.452205, 0.664049, -3.637502], [1.595632, 1.820658, -2.699666], [-0.882314, -3.015911, 1.696571], [-0.143011, -1.778477, 1.230610], [0.839089, -1.666285, 0.211956], [1.734940, -0.728586, 0.556539], [1.206364, -0.106756, 1.653790], [0.149712, -0.752248, 2.092855], [-1.919003, -2.888139, 1.381352], [-0.711652, -3.213766, 2.751179], [-0.363942, -3.903752, 1.308542], [0.790036, -2.188671, -0.716576], [2.599117, -0.642854, 0.049164], [1.534927, 0.806072, 2.100118]],
  "forces_ev_per_angstrom": [[-1.062, -0.641, 0.875], [0.818, 0.486, 0.753], [1.163, 0.442, 1.168], [-0.279, -0.728, -1.842], [0.176, 0.433, 1.614], [-2.196, 0.155, -3.275], [0.365, 0.492, -0.058], [-0.009, 0.098, -0.556], [-0.342, 0.268, 0.432], [0.726, -0.741, 0.166], [0.090, 1.006, 0.293], [0.342, -0.837, 0.152], [0.453, 0.438, -0.996], [3.226, 0.472, -0.398], [-2.330, -2.165, 1.012], [-0.628, 0.517, -0.081], [-0.146, -0.860, 0.425], [-0.222, 0.426, 0.469], [-0.132, -0.846, 0.470], [-0.576, 0.793, 0.331], [-0.655, 0.207, -0.720], [0.762, -0.387, -0.373], [-0.153, 0.839, 0.141], [0.610, 0.132, 0.000]],
  "e_lumo_ev": 0.77,
  "charge": 0,
  "smiles": "Cc1c[nH]cn1.Cc1c[nH]cn1",
  "homo_ha": -0.28780,
  "orbital_gap_ev": 8.601
}


Entry 5:
{
  "formula": "C8H12N4",
  "method": "the ωB97M-V functional and the def2-TZVPD basis",
  "symbols": ["C", "C", "C", "N", "C", "N", "H", "H", "H", "H", "H", "H", "C", "C", "C", "N", "C", "N", "H", "H", "H", "H", "H", "H"],
  "coordinates": [[-0.173759, 2.145689, 1.990788], [-0.850829, 1.976359, 3.319228], [-0.900189, 0.854019, 4.100678], [-1.721378, 1.101709, 5.230588], [-2.169628, 2.325219, 4.952857], [-1.623039, 2.867858, 3.873527], [-0.027889, 3.212918, 1.753408], [-0.788949, 1.689599, 1.196989], [0.811390, 1.649729, 2.001108], [-0.405659, -0.117251, 4.087308], [-2.738688, 2.907058, 5.677928], [-1.902548, 3.834008, 3.686538], [-0.587659, -2.241710, -3.830429], [0.827901, -1.967130, -3.656479], [1.580320, -0.956170, -4.055590], [2.900739, -1.062490, -3.574650], [2.823149, -2.133430, -2.842180], [1.615990, -2.723820, -2.918160], [-1.112389, -1.592910, -4.551759], [-1.124839, -2.204019, -2.867810], [-0.612379, -3.278229, -4.206760], [1.137890, -0.158410, -4.652180], [3.656970, -2.520400, -2.256430], [1.385461, -3.608189, -2.458520]],
  "forces_ev_per_angstrom": [[0.085, 0.118, -0.068], [2.691, -2.641, -2.620], [-0.636, -0.186, 2.093], [0.052, 1.164, -2.258], [-0.267, -1.396, 3.471], [-2.546, 3.188, 1.040], [0.005, -0.419, 0.026], [0.306, 0.236, 0.177], [-0.438, 0.238, -0.077], [0.014, 0.553, -0.574], [-0.050, -0.119, -0.462], [0.787, -0.737, -0.754], [-1.173, -0.991, -0.268], [-1.519, 0.741, -0.525], [1.112, 2.129, -1.135], [-1.528, 0.483, -0.159], [1.771, -0.115, 0.057], [0.941, -2.883, 2.468], [0.488, -0.217, 0.330], [0.090, -0.038, -0.355], [-0.667, 0.233, 0.053], [0.844, 0.041, 0.089], [-0.392, -0.099, -0.230], [0.029, 0.717, -0.321]],
  "e_lumo_ev": 0.64,
  "charge": 0,
  "smiles": "Cc1cnc[nH]1.Cc1cnc[nH]1",
  "homo_ha": -0.31213,
  "orbital_gap_ev": 9.135
}


Entry 6:
{
  "formula": "C8H12N4",
  "method": "the ωB97M-V functional and the def2-TZVPD basis",
  "symbols": ["C", "C", "C", "N", "C", "N", "H", "H", "H", "H", "H", "H", "C", "C", "C", "N", "C", "N", "H", "H", "H", "H", "H", "H"],
  "coordinates": [[1.346159, -0.743575, -2.643718], [1.065252, -1.733790, -1.572197], [0.490727, -2.973845, -1.754122], [0.175260, -3.423755, -0.460430], [0.679463, -2.497390, 0.408050], [1.180435, -1.497425, -0.240554], [1.245389, -1.224201, -3.614133], [2.389108, -0.427447, -2.536606], [0.652071, 0.098748, -2.624875], [0.459034, -3.635878, -2.602588], [-0.606390, -4.025532, -0.256723], [0.609176, -2.699136, 1.464613], [-0.056442, 2.152445, -0.319913], [-0.521199, 2.110304, 1.072410], [-1.805922, 1.760218, 1.460185], [-1.776835, 1.766753, 2.830294], [-0.571015, 2.244081, 3.204058], [0.246406, 2.363750, 2.171762], [0.796669, 1.566041, -0.657169], [0.258189, 3.161405, -0.658571], [-0.839154, 1.943792, -1.055819], [-2.606915, 1.673537, 0.744436], [-2.562855, 1.591892, 3.432915], [-0.246614, 2.449003, 4.208686]],
  "forces_ev_per_angstrom": [[0.880, -0.268, 0.074], [-1.074, -1.404, -0.545], [-0.160, 0.330, 1.020], [0.597, -0.071, -0.818], [-1.039, -0.706, -0.685], [0.865, 1.383, 0.932], [-0.009, -0.040, -0.086], [-0.241, 0.438, -0.172], [0.207, 0.018, 0.197], [-0.506, 0.187, -0.124], [0.402, -0.380, 0.057], [0.072, 0.524, 0.116], [0.524, 1.403, -2.082], [-0.945, -0.874, 0.442], [1.636, 0.314, -1.094], [-1.076, 0.679, 0.096], [1.347, -0.590, -0.554], [-0.392, 0.616, 0.418], [0.027, -0.555, 0.819], [-0.133, -0.089, 0.640], [-0.277, -0.319, 0.409], [-0.482, -0.482, 0.696], [0.075, 0.129, 0.014], [-0.300, -0.243, 0.231]],
  "e_lumo_ev": 0.86,
  "charge": 0,
  "smiles": "Cc1c[nH]cn1.Cc1c[nH]cn1",
  "homo_ha": -0.30346,
  "orbital_gap_ev": 9.118
}


Entry 7:
{
  "formula": "C8H12N4",
  "method": "the ωB97M-V functional and the def2-TZVPD basis",
  "symbols": ["C", "C", "N", "H", "H", "H", "C", "C", "N", "H", "H", "H", "C", "C", "N", "H", "H", "H", "C", "C", "N", "H", "H", "H"],
  "coordinates": [[-0.741498, 0.017781, -6.044496], [-0.864544, 0.559894, -4.654795], [-0.989065, 0.939519, -3.565520], [-0.936698, 0.827165, -6.747988], [-1.544205, -0.705908, -6.186090], [0.189422, -0.493134, -6.290342], [-0.413389, 0.107285, -0.077998], [0.684478, -0.881322, -0.299664], [1.478767, -1.689931, -0.446958], [-1.009159, 0.147733, -0.989879], [-0.026102, 1.093050, 0.179656], [-1.020219, -0.259777, 0.749730], [-3.477515, 2.746032, 4.583990], [-2.600877, 2.141622, 3.555077], [-1.876399, 1.706245, 2.750796], [-4.512135, 2.535676, 4.313043], [-3.350541, 3.826866, 4.645406], [-3.266139, 2.328775, 5.568532], [4.277200, -2.916772, 1.294590], [3.667479, -1.696438, 1.929084], [3.153930, -0.794488, 2.395233], [5.190797, -2.676119, 0.750971], [3.575739, -3.200528, 0.510030], [4.410674, -3.663226, 2.077592]],
  "forces_ev_per_angstrom": [[-0.754, 0.331, 0.557], [0.305, -0.182, 0.508], [0.153, -0.467, -1.551], [0.218, -0.006, 0.006], [-0.025, -0.025, 0.076], [0.098, 0.333, 0.435], [0.626, -0.844, -0.136], [-1.106, 1.057, 0.315], [0.469, -0.404, -0.171], [0.028, 0.173, 0.077], [0.036, -0.169, -0.085], [0.005, 0.135, -0.036], [0.086, -0.301, -0.371], [1.310, -0.318, -1.022], [-1.567, 0.788, 1.583], [0.010, 0.007, 0.118], [0.141, -0.086, -0.204], [0.016, -0.104, -0.134], [-0.835, 1.351, 0.143], [1.168, -1.846, -1.079], [-0.454, 0.990, 0.595], [0.164, 0.079, 0.486], [-0.175, -0.395, 0.255], [0.084, -0.097, -0.368]],
  "e_lumo_ev": 0.78,
  "charge": 0,
  "smiles": "CC#N.CC#N.CC#N.CC#N",
  "homo_ha": -0.40038,
  "orbital_gap_ev": 11.675
}


Entry 8:
{
  "formula": "C8H12N4OS",
  "method": "the ωB97M-V functional and the def2-TZVPD basis",
  "symbols": ["C", "C", "C", "C", "C", "C", "C", "C", "N", "N", "N", "N", "O", "S", "H", "H", "H", "H", "H", "H", "H", "H", "H", "H", "H", "H"],
  "coordinates": [[0.896644, 1.715288, -0.541500], [2.150949, 2.085219, -0.034676], [-2.355048, -0.128562, -0.925893], [-3.525593, 0.144817, -0.065993], [2.646153, -0.501481, -0.505626], [1.109385, -0.575564, -0.018351], [0.965242, -0.417246, 1.469501], [0.406146, -1.941252, -0.513687], [-1.662333, 1.048090, 0.748509], [-4.757767, -0.169111, -0.175317], [0.553855, 0.488533, -0.794083], [-1.371187, 0.418580, -0.300832], [-3.010626, 0.959372, 0.979643], [3.417060, 0.986536, 0.262599], [0.412812, 2.491225, -0.923347], [2.423678, 3.103780, 0.225250], [-2.240914, -0.606476, -1.808069], [3.303657, -1.335731, -0.105261], [2.682266, -0.405222, -1.568024], [-0.078206, -0.265003, 1.709229], [1.477439, 0.495688, 1.967813], [1.225950, -1.238934, 2.073457], [-0.616427, -1.846421, -0.268074], [0.832871, -2.701732, 0.043155], [0.499501, -1.902585, -1.541585], [-5.385495, 0.098201, 0.611164]],
  "forces_ev_per_angstrom": [[4.675, -0.146, 2.269], [-0.852, -0.612, 0.488], [-2.698, 0.582, 2.252], [-0.859, 0.200, -0.292], [-0.406, -0.570, 2.499], [1.508, -2.178, -0.495], [-0.081, 2.577, 1.349], [0.962, 3.803, 1.704], [1.952, 1.185, 1.442], [0.088, -0.131, 0.424], [-2.679, -1.088, -0.963], [1.425, 1.331, 0.936], [-0.170, -1.281, -1.757], [0.036, -0.321, -0.624], [-2.714, 2.967, -1.686], [-0.345, 0.051, -0.474], [-0.029, -1.458, -2.442], [-1.147, 0.680, -0.678], [0.252, -0.073, -0.741], [-0.306, 0.090, -0.137], [-0.680, -1.474, -1.171], [0.813, -1.410, 0.238], [-1.094, -0.077, 0.326], [0.941, -1.890, 0.475], [0.385, -0.767, -2.175], [1.024, 0.010, -0.766]],
  "e_lumo_ev": [-1.58, -1.89],
  "charge": 0,
  "homo_ha": [-0.26125, -0.26058],
  "orbital_gap_ev": [5.533, 5.200]
}


Number 1: calculated total energy -12948.05165 eV. Number 2: calculated total energy -25833.88652 eV. Number 3: calculated total energy -25832.43833 eV. Number 4: calculated total energy -14449.43350 eV. Number 5: calculated total energy -14450.29685 eV. Number 6: calculated total energy -14450.44825 eV. Number 7: calculated total energy -14449.52106 eV. Number 8: calculated total energy -27326.38104 eV.